Run i
Formula: H33O17
Source: OMol25
Level of theory: ωB97M-V with the def2-TZVPD basis set

Total charge   -1
HOMO-LUMO gap   8.7 eV
E_LUMO   2.02 eV
E_HOMO   -6.658 eV

Each line ends with the Löwdin charge.
Atoms and positions in Å:
O 5.75 0.53 -0.17  -0.053
H 6.34 0.54 -0.99  0.073
H 5.48 -0.32 0.02  -0.032
O -1.00 -2.38 1.93  -0.026
H -1.52 -2.57 1.20  0.003
H -0.90 -1.45 2.11  -0.002
O -0.99 1.59 -0.97  -0.105
H -1.25 1.53 0.03  0.037
H -0.98 0.66 -0.92  -0.046
O -2.52 1.91 -4.59  -0.152
H -1.91 2.65 -4.36  0.032
H -2.99 1.71 -3.60  0.152
O -2.76 -1.06 -0.66  -0.025
H -2.32 -0.71 0.13  0.006
O 2.19 -0.16 6.03  -0.082
H 2.50 0.63 -1.48  -0.093
H 1.87 0.69 5.86  -0.015
O -1.80 -0.47 3.71  -0.266
H -0.89 -4.01 -2.35  0.043
H -1.02 -0.90 3.35  -0.073
O 0.47 0.76 -3.80  -0.123
H -0.55 1.08 -3.77  0.091
H -3.46 -0.55 -0.35  -0.030
O -1.82 -3.76 -2.51  -0.074
H -1.81 0.20 2.65  0.060
H -2.19 -3.10 -1.91  -0.003
O 4.33 0.05 -3.27  -0.017
H 3.65 0.71 -3.21  0.012
H 4.23 -0.70 -3.82  0.026
O -1.52 0.69 1.44  -0.279
H -0.64 0.61 1.38  -0.055
H 1.21 -3.30 3.96  0.013
O -5.62 0.99 -1.13  0.008
H -6.15 0.96 -0.42  -0.042
H -4.83 0.52 -0.91  -0.006
O 1.23 -3.00 3.08  -0.039
H 0.42 -3.44 2.81  0.019
H 1.74 -0.75 5.31  0.092
O 2.29 4.01 -0.98  -0.038
H 2.68 3.45 -0.53  -0.138
H 2.35 3.93 -2.10  0.172
O 1.83 0.56 -0.94  0.026
H 1.05 0.09 -1.27  0.052
H 1.10 1.19 -3.21  -0.016
O -3.93 1.09 1.33  -0.110
H -3.04 1.00 1.82  0.021
H -3.94 2.06 1.34  0.055
O 3.57 -1.42 1.55  0.022
H 2.77 -1.56 2.09  0.043
H 3.32 -0.78 1.06  -0.118



Run ii
Formula: H33O17
Source: OMol25
Level of theory: ωB97M-V with the def2-TZVPD basis set

Total charge   -1
HOMO-LUMO gap   9.5 eV
E_LUMO   2.55 eV
E_HOMO   -6.913 eV

Each line ends with the Löwdin charge.
Atoms and positions in Å:
O 0.61 -0.59 4.08  -0.088
H 0.02 0.17 4.13  -0.013
H 1.48 -0.16 4.13  0.017
O 1.54 1.40 1.01  -0.149
H 1.02 1.12 0.13  -0.007
H 2.34 0.87 1.05  0.014
O -2.64 0.18 -2.89  -0.059
H -2.10 -0.56 -3.22  0.008
H -3.20 -0.31 -2.27  0.014
O -1.24 -2.76 -3.09  -0.092
H -0.38 -2.28 -3.19  -0.006
H -1.67 -2.06 -2.59  -0.017
O 0.59 0.78 -1.25  -0.305
H 1.52 0.98 -1.48  -0.012
O 1.09 -2.47 0.22  -0.050
H -0.19 0.45 1.61  0.024
H 0.86 -1.78 -0.41  0.013
O 3.71 -0.73 1.02  -0.068
H -0.45 3.62 0.87  0.048
H 3.93 -1.67 0.93  0.042
O -3.22 4.53 -1.40  -0.065
H -4.12 4.38 -1.69  0.027
H 0.71 -0.33 -2.16  -0.012
O -0.57 3.06 1.65  -0.084
H 2.83 -0.81 0.61  0.001
H 0.12 2.37 1.56  -0.021
O -3.91 -0.34 -0.01  -0.063
H -2.97 -0.12 -0.04  0.014
H -4.38 0.02 0.75  0.032
O 4.11 -2.17 -1.89  -0.080
H 3.17 -2.19 -2.13  0.012
H 0.92 2.23 4.33  0.038
O 0.82 -1.06 -2.94  -0.165
H 0.40 -0.43 -3.55  0.064
H 2.47 -0.90 -3.67  -0.008
O 1.69 2.03 3.80  -0.061
H 1.69 2.41 2.91  0.020
H 1.14 -3.27 -0.31  0.060
O -1.30 -1.67 0.15  -0.057
H -0.66 -1.59 0.87  0.026
H -2.01 -2.28 0.33  0.052
O -0.68 0.69 2.41  -0.097
H -1.45 1.13 2.03  0.049
H -2.72 3.80 -1.80  0.036
O 3.38 -0.82 -4.03  -0.092
H 4.40 -2.08 -2.81  0.018
H 3.79 -0.21 -3.40  0.043
O -3.78 -0.07 3.85  -0.053
H -3.02 0.50 3.80  0.016
H -3.70 -1.01 3.97  0.036



Of them, run i has the lowest stability.



Run i
Formula: C2H5OP
Source: OMol25
Level of theory: ωB97M-V with the def2-TZVPD basis set

HOMO-LUMO gap (alpha / beta)   6.7 / 7.8 eV
E_LUMO (alpha / beta)   -1.95 / -1.08 eV
E_HOMO (alpha / beta)   -8.637 / -8.850 eV

Each line ends with the Löwdin charge.
Atoms and positions in Å:
C -1.62 1.15 -0.57  0.064
C 2.49 0.10 -0.73  -0.298
O 0.68 -0.06 1.20  -0.478
P 0.96 0.50 -0.12  0.735
H -1.72 2.29 -0.53  0.048
H -1.53 0.57 -1.47  -0.031
H 3.12 -0.20 0.12  0.000
H 2.98 0.51 -1.66  -0.001
H -1.82 0.59 0.28  -0.039



Run ii
Formula: C2H5OP
Source: OMol25
Level of theory: ωB97M-V with the def2-TZVPD basis set

HOMO-LUMO gap   10.0 eV
SMILES string   O[C@@H]1CP1
E_LUMO   0.82 eV
E_HOMO   -9.178 eV

Each line ends with the Löwdin charge.
Atoms and positions in Å:
C 0.70 -0.72 0.03  -0.401
C -0.18 0.37 -0.40  -0.749
O -1.53 0.41 -0.15  -0.066
P 1.09 0.95 0.74  0.873
H 0.16 -1.42 0.65  0.069
H 1.28 -1.16 -0.79  0.068
H 0.01 0.88 -1.36  0.111
H -2.03 0.25 -0.96  0.090
H 0.50 0.42 2.23  0.004



Of them, run i has the lowest stability.



Run i
Formula: C7H14O3
Source: OMol25
Level of theory: ωB97M-V with the def2-TZVPD basis set

HOMO-LUMO gap   9.8 eV
SMILES string   CC1(C)C[C@](C)(O)C1=O.O
E_LUMO   0.71 eV
E_HOMO   -9.075 eV

Each line ends with the Löwdin charge.
Atoms and positions in Å:
C 0.90 -0.25 0.43  -0.461
C -1.05 0.86 -0.03  -0.433
C 0.43 1.22 0.30  -0.039
C 1.57 -0.78 -0.83  -0.030
C 1.74 -0.58 1.66  -0.031
C -1.42 1.29 -1.45  -0.020
C -0.56 -0.65 0.63  -0.340
O -1.18 -1.79 -1.14  -0.061
O -2.00 1.46 0.83  -0.001
O -1.13 -1.21 1.52  0.104
H -1.45 -2.56 -0.64  0.069
H -2.05 0.96 1.65  0.097
H -1.76 -0.94 -0.84  0.121
H 0.51 1.77 1.24  0.128
H 0.96 1.78 -0.47  0.123
H 2.52 -0.28 -0.97  0.090
H 1.74 -1.86 -0.74  0.091
H 1.85 -1.66 1.77  0.089
H 2.73 -0.14 1.56  0.087
H 0.96 -0.61 -1.71  0.069
H 1.27 -0.20 2.57  0.087
H -1.30 2.37 -1.55  0.096
H -2.46 1.04 -1.64  0.088
H -0.80 0.75 -2.17  0.079



Run ii
Formula: C7H14O3
Source: OMol25
Level of theory: ωB97M-V with the def2-TZVPD basis set

HOMO-LUMO gap   8.0 eV
E_LUMO   0.14 eV
E_HOMO   -7.872 eV

Each line ends with the Löwdin charge.
Atoms and positions in Å:
C 1.09 0.83 0.03  -0.480
C 0.66 -0.59 -0.07  -0.288
C 1.12 -0.13 1.17  -0.024
C 2.32 1.34 -0.69  -0.011
C -2.87 -0.08 -0.34  -0.006
C 1.06 -1.72 -0.98  -0.024
C -1.90 -0.96 0.41  -0.381
O 0.02 1.81 -0.01  -0.037
O -1.43 0.25 1.91  -0.067
O -2.03 -2.05 0.84  0.105
H 0.35 2.61 0.41  0.099
H -1.37 1.11 1.47  0.057
H -0.67 -0.67 -0.06  0.103
H -0.38 -0.02 1.92  0.074
H 1.94 -0.47 1.78  0.104
H 2.07 1.65 -1.71  0.086
H 3.09 0.58 -0.72  0.083
H 2.73 2.21 -0.17  0.083
H -2.44 0.90 -0.52  0.074
H -3.07 -0.57 -1.29  0.096
H -3.79 0.00 0.22  0.096
H 0.63 -1.60 -1.98  0.085
H 2.15 -1.75 -1.07  0.085
H 0.73 -2.67 -0.56  0.087



Of them, run ii has the lowest stability.



Run i
Formula: C5H8N2O2
Source: OMol25
Level of theory: ωB97M-V with the def2-TZVPD basis set

HOMO-LUMO gap   9.2 eV
E_LUMO   0.43 eV
E_HOMO   -8.760 eV

Each line ends with the Löwdin charge.
Atoms and positions in Å:
C -0.80 -1.22 0.00  -0.288
C -0.81 1.24 0.02  -0.264
C 0.06 0.01 0.04  -0.093
C -0.25 -2.63 -0.02  -0.020
C -0.20 2.64 0.14  -0.004
N -2.05 -0.96 -0.05  -0.095
N -2.08 0.99 -0.03  -0.092
O -3.13 -1.54 -0.05  0.014
O -3.18 1.52 -0.04  0.027
H 0.74 0.01 1.01  0.164
H 0.85 -0.14 -0.77  0.141
H 0.72 -2.80 0.46  0.080
H -0.07 -2.83 -1.13  0.111
H -0.85 -3.46 0.30  0.069
H -0.57 3.21 -0.80  0.124
H 0.82 2.43 0.13  0.042
H -0.58 3.16 1.03  0.085



Run ii
Formula: C5H8N2O2
Source: OMol25
Level of theory: ωB97M-V with the def2-TZVPD basis set

HOMO-LUMO gap (alpha / beta)   8.7 / 8.7 eV
E_LUMO (alpha / beta)   0.09 / 0.09 eV
E_HOMO (alpha / beta)   -8.604 / -8.602 eV

Each line ends with the Löwdin charge.
Atoms and positions in Å:
C -0.99 -0.43 0.31  -0.466
C 2.27 0.89 -0.55  -0.244
C 0.42 0.07 0.46  -0.201
C 1.23 -0.16 1.68  -0.042
C -2.76 -0.36 -1.31  -0.049
N 0.84 1.02 -0.49  -0.058
N 1.47 -0.12 -1.07  0.100
O -1.47 -1.14 1.15  0.128
O -1.47 0.01 -0.83  -0.018
H 2.82 1.42 -1.44  0.143
H 3.03 0.65 0.30  0.119
H 1.41 0.76 2.14  0.062
H 2.27 -0.72 1.58  0.139
H 0.55 -0.61 2.36  0.067
H -3.40 -0.92 -0.49  0.130
H -2.77 -0.87 -2.33  0.114
H -3.43 0.49 -1.47  0.075



Of them, run i has the lowest stability.



Run i
Formula: C5H4N2
Source: OMol25
Level of theory: ωB97M-V with the def2-TZVPD basis set

HOMO-LUMO gap   9.8 eV
SMILES string   N#C[C@@]12C=C[C@@H]1N2
E_LUMO   0.59 eV
E_HOMO   -9.174 eV

Each line ends with the Löwdin charge.
Atoms and positions in Å:
C 1.90 0.03 0.02  -0.167
C -1.43 0.55 -0.18  -0.038
C -0.55 -0.61 -0.54  -0.158
C -0.50 1.16 0.54  -0.007
C 0.51 0.09 0.29  -0.398
N 2.98 0.02 -0.38  0.161
N -0.03 -1.25 0.76  0.129
H -2.52 0.63 -0.41  0.116
H -0.63 -0.98 -1.52  0.126
H -0.44 2.26 0.95  0.145
H 0.70 -1.91 0.47  0.090



Run ii
Formula: C5H4N2
Source: OMol25
Level of theory: ωB97M-V with the def2-TZVPD basis set

HOMO-LUMO gap   9.7 eV
SMILES string   [H]/N=C/[C@H]1C=C1C#N
E_LUMO   -0.38 eV
E_HOMO   -10.105 eV

Each line ends with the Löwdin charge.
Atoms and positions in Å:
C -2.13 -0.33 -1.13  -0.167
C 0.86 -0.52 0.81  -0.241
C 0.09 1.00 -1.05  0.112
C -0.10 0.54 0.40  -0.215
C -0.95 0.28 -0.78  -0.197
N -3.09 -0.83 -1.47  0.180
N 1.49 -0.41 1.90  0.094
H 1.13 -1.04 -0.21  0.148
H 0.75 1.26 -1.84  0.109
H -0.25 1.18 1.27  0.127
H 2.20 -1.12 2.10  0.050



Run iii
Formula: C5H4N2
Source: OMol25
Level of theory: ωB97M-V with the def2-TZVPD basis set

HOMO-LUMO gap   9.5 eV
SMILES string   C#Cc1ccn[nH]1
E_LUMO   0.00 eV
E_HOMO   -9.474 eV

Each line ends with the Löwdin charge.
Atoms and positions in Å:
C 0.18 1.35 2.58  0.019
C 0.28 0.67 1.55  -0.069
C 0.19 -0.02 0.34  -0.305
C 1.02 -0.09 -0.76  -0.008
C 0.24 -0.76 -1.71  -0.147
N -0.98 -1.06 -1.25  0.046
N -0.98 -0.62 0.00  0.021
H -0.68 1.95 2.24  0.064
H 2.02 0.29 -0.82  0.111
H 0.50 -1.02 -2.73  0.101
H -1.80 -0.70 0.57  0.168



Run iv
Formula: C5H4N2
Source: OMol25
Level of theory: ωB97M-V with the def2-TZVPD basis set

HOMO-LUMO gap   10.0 eV
SMILES string   C=CN=C=CC#N
E_LUMO   0.05 eV
E_HOMO   -9.908 eV

Each line ends with the Löwdin charge.
Atoms and positions in Å:
C -3.00 0.05 0.02  -0.248
C -1.18 -1.44 -0.26  -0.088
C 0.57 0.37 0.39  0.041
C -1.92 -0.47 -0.73  -0.118
C 0.76 -0.92 0.64  -0.181
N -3.84 0.52 0.63  0.154
N -0.19 -1.90 0.29  0.108
H 1.32 1.08 0.68  0.064
H -0.30 0.79 -0.08  0.042
H -1.96 -0.25 -1.79  0.127
H 1.63 -1.32 1.13  0.099



Of them, run i has the lowest stability.



Run i
Formula: H5N3
Source: OMol25
Level of theory: ωB97M-V with the def2-TZVPD basis set

HOMO-LUMO gap (alpha / beta)   7.5 / 9.4 eV
E_LUMO (alpha / beta)   0.28 / 0.87 eV
E_HOMO (alpha / beta)   -7.262 / -8.486 eV

Each line ends with the Löwdin charge.
Atoms and positions in Å:
N 1.09 -0.36 0.27  -0.066
N -1.12 -0.43 0.12  -0.045
N 0.03 -0.34 -0.55  -0.256
H 1.06 0.27 1.08  0.083
H 1.95 -0.26 -0.26  0.078
H -1.92 -0.55 -0.47  0.088
H -1.27 0.18 0.93  0.091
H 0.18 1.50 -1.13  0.027



Run ii
Formula: H5N3
Source: OMol25
Level of theory: ωB97M-V with the def2-TZVPD basis set

HOMO-LUMO gap   10.2 eV
SMILES string   NNN
E_LUMO   1.32 eV
E_HOMO   -8.899 eV

Each line ends with the Löwdin charge.
Atoms and positions in Å:
N 0.09 0.01 1.09  -0.043
N -0.21 -0.38 -1.24  -0.055
N 0.47 0.38 -0.25  -0.222
H -0.55 0.60 1.64  0.067
H 0.77 -0.24 1.79  0.053
H 0.24 -1.21 -1.56  0.032
H -1.24 -0.46 -0.91  0.104
H 0.42 1.29 -0.56  0.064



Of them, run i has the lowest stability.